60
Properties=species:S:1:pos:R:3:lowdin_charge:R:1 method="wB97M-V/def2-TZVPD" homo_ev="-5.045 / -4.770" fmax_ev_per_a=6.3 lumo_energy_ev="-0.8 / -1.1" de_lowest_kcal_mol=140.1 gap_ev="4.24 / 3.71"
C 2.069 3.098 -0.143 -0.28
C 2.720 1.362 -0.413 -0.27
H 1.321 3.493 -0.840 0.06
H 3.014 3.527 -0.540 0.05
H 2.043 3.466 0.891 -0.01
H 2.372 0.794 -1.287 0.07
H 3.635 1.787 -0.842 0.06
H 3.132 0.847 0.462 0.06
C -2.237 1.572 -0.632 -0.15
C -3.494 1.180 -1.064 -0.04
C -3.660 -0.093 -1.613 -0.04
C -2.560 -0.942 -1.678 0.00
H -2.078 2.541 -0.151 0.01
H -4.322 1.868 -0.965 0.11
H -4.627 -0.435 -1.981 0.11
H -2.644 -1.963 -2.046 0.10
N -1.158 0.770 -0.707 -0.06
C -1.304 -0.491 -1.232 -0.19
C -0.138 -1.351 -1.165 -0.20
N 0.981 -0.787 -0.631 -0.01
C 2.042 -1.572 -0.360 -0.11
C 0.928 -3.508 -1.243 -0.04
C 2.050 -2.927 -0.654 -0.04
H 2.913 -1.095 0.108 0.12
H 2.949 -3.496 -0.413 0.11
C -0.183 -2.716 -1.479 0.01
H -1.111 -3.115 -1.872 0.10
H 0.910 -4.561 -1.504 0.11
Sn 0.724 1.365 0.316 0.90
I -0.503 3.287 1.984 0.32
O 2.574 1.432 2.651 0.00
C 1.691 0.638 2.965 -0.59
N 1.426 0.083 4.209 0.16
C 0.395 -0.945 4.180 -0.25
C 0.027 -0.909 2.670 -0.41
O -0.787 -1.611 2.078 0.07
N 0.763 0.100 2.086 -0.02
C 1.015 -2.263 4.708 -0.14
C 1.124 -3.427 3.941 -0.01
C 1.817 -4.535 4.453 -0.08
C 2.380 -4.503 5.730 -0.09
C 2.236 -3.352 6.510 -0.08
C 1.535 -2.249 6.012 -0.05
C -0.843 -0.491 4.956 -0.14
C -1.457 -1.226 5.984 -0.02
C -2.527 -0.658 6.691 -0.08
C -3.023 0.603 6.350 -0.09
C -2.446 1.299 5.285 -0.06
C -1.376 0.739 4.586 -0.05
H 2.043 0.285 4.989 0.16
H 0.657 -3.467 2.954 0.11
H 1.921 -5.427 3.842 0.10
H 2.925 -5.362 6.123 0.10
H 2.665 -3.297 7.510 0.10
H 1.391 -1.376 6.656 0.12
H -1.112 -2.233 6.222 0.11
H -2.972 -1.219 7.515 0.10
H -3.857 1.035 6.902 0.10
H -2.814 2.277 4.985 0.10
H -0.942 1.268 3.732 -0.01